# 1
Computed, not measured: a molecular structure, C17H18BCrN7O3S at a distorted geometry, with ωB97M-V with the def2-TZVPD basis set.

Each line ends with the Mulliken charge.
Element x y z (Å)
Cr: -0.4242 0.3569 -0.4208  -0.04
S: 0.8184 1.1718 2.5249  0.95
O: 2.0845 1.7726 2.1886  -0.64
O: 0.2000 -2.2475 0.9862  -0.63
O: -0.2917 2.0230 2.8591  -0.62
N: -1.1000 -0.8090 -1.8456  0.56
N: 0.3734 0.0316 1.3568  0.30
N: 1.4138 0.4133 -2.7427  -0.28
N: -0.5778 1.8299 -2.9996  0.12
N: -0.8629 1.8772 -1.6374  0.10
N: -0.7870 -0.5824 -3.1770  -0.10
N: 1.3170 0.3652 -1.3594  0.68
C: 0.4405 -1.3006 1.7551  0.39
C: 3.4725 0.3134 -1.9287  -1.09
C: -0.9199 2.9966 -3.5655  -0.01
C: 1.3236 0.0451 5.0727  -0.75
C: -1.4471 3.8212 -2.5734  -1.07
C: -1.9126 -1.8884 -1.7991  -0.19
C: -1.3990 -1.4925 -3.9384  -0.01
C: 1.1430 -2.3732 5.3433  -0.58
C: -2.1374 -2.3292 -3.1069  -1.18
C: 0.8309 -2.5105 3.9919  -0.55
C: -1.4004 3.0857 -1.3806  -0.31
C: 1.3962 -1.0987 5.8784  -0.53
C: -2.7602 -0.5296 1.3551  -0.28
C: 1.0189 -0.1161 3.7238  0.54
C: 0.7859 -1.3666 3.1836  0.20
C: 2.5696 0.3322 -0.8595  -0.02
C: 2.7070 0.3812 -3.0902  0.04
B: 0.1284 0.5832 -3.5868  0.10
H: 0.3394 0.6522 -4.7615  0.02
H: -3.2590 -1.5027 1.2979  0.35
H: -2.3679 -0.3875 2.3651  0.32
H: 2.9756 0.3832 -4.1347  0.52
H: 1.6530 -0.9983 6.9315  0.43
H: -2.7588 -3.1432 -3.4225  0.44
H: -1.6872 3.3521 -0.3704  0.53
H: 0.6256 -3.4765 3.5341  0.51
H: 2.7478 0.3650 0.2064  0.48
H: -0.7940 3.1166 -4.6304  0.48
H: -1.2388 -1.4476 -5.0043  0.48
H: -1.9117 -0.5368 0.6388  -0.34
H: -3.4632 0.2752 1.1261  0.37
H: 4.5396 0.2485 -1.8659  0.47
H: -2.2673 -2.2609 -0.8479  0.48
H: -1.8316 4.8139 -2.7175  0.45
H: 1.1990 -3.2535 5.9865  0.42
H: 1.4962 1.0444 5.4611  0.49

Energy relative to the best compared isomer or geometry (same formula, charge and spin)   0.0 kJ/mol
Molar mass   463.3 g mol⁻¹
HOMO (alpha / beta)   -14.84 / -14.84 eV
Total charge   +2
LUMO energy (alpha / beta)   -0.2978 / -0.4334 Ha
Electronic energy   -74411.2200 eV
Expectation value of S²   6.035
Spin multiplicity   5

# 2
Computed, not measured: C5H9Cl in the gas phase at a distorted geometry, with ωB97M-V with the def2-TZVPD basis set.

Each line ends with the Mulliken charge.
Element x y z (Å)
Cl: 2.7935 -0.0387 -0.2686  -0.23
C: 0.1872 -1.3014 -0.1119  -0.59
C: 1.1149 -0.2164 0.3752  0.08
C: -1.1905 -0.6229 -0.0714  -0.66
C: -0.8316 0.7883 -0.5279  -0.59
C: 0.3783 1.1464 0.2755  -0.81
H: -0.6710 0.8855 -1.5873  0.30
H: 0.2178 1.6368 1.2221  0.32
H: -1.4845 -0.6416 0.9401  0.29
H: 0.4841 -1.6160 -1.1573  0.28
H: 1.0187 1.9792 -0.1410  0.35
H: 0.2938 -2.1263 0.6412  0.29
H: -1.9433 -0.9818 -0.6919  0.38
H: 1.2606 -0.3687 1.4200  0.28
H: -1.6281 1.4776 -0.3167  0.33

Energy relative to the best compared isomer or geometry (same formula, charge and spin)   24.9 kJ/mol
Molar mass   104.6 g mol⁻¹
HOMO   -10.29 eV
LUMO energy   0.0386 Ha
Electronic energy   -17853.0723 eV
Structure (SMILES)   ClC1CCCC1